Arrangement A

Entry from the Open Molecules 2025 dataset: a single ClFH2Si molecule (ωB97M-V/def2-TZVPD).

Output
Net charge = 0
SMILES = F[SiH2]Cl
Kohn-Sham gap = 12.50 eV
Spin multiplicity = 1

```
5
ClFH2Si | the Open Molecules 2025 dataset | ωB97M-V/def2-TZVPD
F -0.61 0.33 1.43
Si -0.10 0.05 -0.05
Cl 1.74 -0.80 0.05
H -1.02 -0.90 -0.69
H 0.00 1.33 -0.75
```



Arrangement B

Entry from the Open Molecules 2025 dataset: 2 unconnected molecules or ions with the total composition ClFH2Si (ωB97M-V/def2-TZVPD).

Output
Net charge = 0
Kohn-Sham gap = 9.02 eV
Spin multiplicity = 1

```
5
ClFH2Si | the Open Molecules 2025 dataset | ωB97M-V/def2-TZVPD
F -0.20 1.71 -0.23
Si 0.00 0.15 0.15
Cl -1.88 -0.48 0.01
H 0.66 -0.36 1.51
H 1.42 -1.02 -1.44
```



Most stable to least stable, the ends of the list are arrangement A and arrangement B.



Arrangement A

Entry from the Open Molecules 2025 dataset: 6 unconnected molecules or ions with the total composition C24H30F18O12 (ωB97M-V/def2-TZVPD).

Output
Net charge = 0
SMILES = CCOC(=O)C(F)(F)F.CCOC(=O)C(F)(F)F.CCOC(=O)C(F)(F)F.CCOC(=O)C(F)(F)F.CCOC(=O)C(F)(F)F.CCOC(=O)C(F)(F)F
Kohn-Sham gap = 11.43 eV
Spin multiplicity = 1

```
84
C24H30F18O12 | the Open Molecules 2025 dataset | ωB97M-V/def2-TZVPD
C 0.74 1.08 -2.79
C -0.61 1.65 -2.40
O -1.46 1.65 -3.57
C -2.11 0.56 -3.87
O -2.40 -0.32 -3.11
C -2.70 0.60 -5.30
F -1.79 1.06 -6.17
F -3.14 -0.60 -5.63
F -3.74 1.48 -5.32
H 1.39 0.93 -1.93
H 1.23 1.74 -3.50
H 0.62 0.11 -3.26
H -0.53 2.68 -2.06
H -1.09 1.12 -1.58
C -2.80 3.54 6.86
C -2.13 4.33 5.77
O -1.09 5.18 6.29
C -1.33 6.48 6.31
O -2.21 7.05 5.76
C -0.17 7.17 7.08
F -0.59 8.34 7.58
F 0.27 6.41 8.08
F 0.84 7.43 6.23
H -2.10 3.22 7.63
H -3.24 2.66 6.39
H -3.68 4.02 7.29
H -2.79 4.85 5.07
H -1.68 3.57 5.13
C -1.78 -4.40 -3.71
C -0.49 -4.69 -4.51
O -0.61 -3.97 -5.74
C -0.17 -2.74 -5.82
O 0.01 -1.96 -4.92
C -0.11 -2.21 -7.27
F -0.95 -1.17 -7.33
F 1.10 -1.81 -7.61
F -0.54 -3.10 -8.17
H -1.79 -4.62 -2.64
H -2.65 -4.87 -4.17
H -1.96 -3.33 -3.74
H -0.33 -5.74 -4.70
H 0.35 -4.35 -3.91
C 5.27 -4.08 -5.63
C 4.67 -4.54 -4.30
O 3.70 -3.57 -3.87
C 3.00 -3.68 -2.79
O 2.94 -4.66 -2.09
C 2.28 -2.41 -2.32
F 0.98 -2.66 -2.26
F 2.73 -2.01 -1.15
F 2.51 -1.40 -3.16
H 5.14 -4.86 -6.38
H 6.34 -4.04 -5.46
H 4.87 -3.11 -5.91
H 5.43 -4.59 -3.52
H 4.19 -5.52 -4.30
C 1.66 0.29 3.53
C 1.57 1.81 3.48
O 2.03 2.39 4.69
C 1.22 2.42 5.73
O 0.10 2.01 5.78
C 1.90 3.07 6.95
F 1.01 3.36 7.88
F 2.80 2.25 7.48
F 2.48 4.22 6.58
H 0.86 -0.23 4.04
H 2.69 -0.01 3.69
H 1.50 -0.04 2.49
H 0.54 2.05 3.18
H 2.19 2.17 2.66
C -2.07 -2.13 -0.59
C -1.59 -2.22 0.87
O -2.27 -1.34 1.78
C -1.85 -0.12 1.95
O -1.06 0.47 1.25
C -2.52 0.64 3.12
F -3.60 0.03 3.58
F -1.64 0.74 4.14
F -2.78 1.88 2.72
H -2.40 -1.12 -0.82
H -2.94 -2.78 -0.69
H -1.27 -2.43 -1.26
H -0.52 -2.08 1.03
H -1.91 -3.22 1.16
```



Arrangement B

Entry from the Open Molecules 2025 dataset: 6 unconnected molecules or ions with the total composition C24H30F18O12 (ωB97M-V/def2-TZVPD).

Output
Net charge = 0
SMILES = CCOC(=O)C(F)(F)F.CCOC(=O)C(F)(F)F.CCOC(=O)C(F)(F)F.CCOC(=O)C(F)(F)F.CCOC(=O)C(F)(F)F.CCOC(=O)C(F)(F)F
Kohn-Sham gap = 11.76 eV
Spin multiplicity = 1

```
84
C24H30F18O12 | the Open Molecules 2025 dataset | ωB97M-V/def2-TZVPD
C -13.64 -43.37 18.76
C -13.46 -44.18 17.50
O -14.58 -43.92 16.63
C -14.79 -44.74 15.61
O -14.05 -45.60 15.23
C -16.13 -44.43 14.91
F -16.82 -43.49 15.53
F -15.92 -44.06 13.65
F -16.87 -45.55 14.88
H -12.89 -43.72 19.46
H -14.63 -43.53 19.20
H -13.43 -42.31 18.59
H -13.48 -45.24 17.75
H -12.51 -43.96 17.02
C -12.41 -41.18 21.36
C -12.65 -42.40 22.23
O -11.33 -42.80 22.66
C -11.27 -43.91 23.37
O -12.19 -44.50 23.85
C -9.83 -44.45 23.51
F -9.38 -44.33 24.76
F -9.84 -45.75 23.17
F -8.98 -43.82 22.69
H -13.36 -40.66 21.16
H -12.06 -41.40 20.35
H -11.85 -40.36 21.80
H -13.17 -43.16 21.66
H -13.26 -42.09 23.07
C -6.43 -47.07 18.49
C -7.77 -46.73 17.92
O -8.74 -46.88 18.97
C -9.90 -46.30 18.77
O -10.25 -45.70 17.80
C -10.86 -46.46 19.97
F -12.03 -46.94 19.58
F -10.38 -47.25 20.93
F -11.05 -45.24 20.51
H -6.38 -48.12 18.81
H -6.17 -46.45 19.34
H -5.64 -46.93 17.75
H -8.04 -47.38 17.08
H -7.79 -45.71 17.54
C -15.02 -40.56 15.25
C -14.06 -41.40 14.45
O -13.10 -40.64 13.71
C -11.98 -40.32 14.33
O -11.56 -40.79 15.34
C -11.18 -39.21 13.61
F -11.08 -38.17 14.44
F -9.96 -39.62 13.30
F -11.79 -38.79 12.49
H -14.50 -40.13 16.12
H -15.75 -41.21 15.74
H -15.51 -39.74 14.74
H -14.55 -42.02 13.72
H -13.57 -42.10 15.13
C -17.75 -41.47 6.67
C -16.58 -42.07 7.41
O -16.38 -41.47 8.70
C -17.09 -41.89 9.71
O -18.01 -42.65 9.69
C -16.54 -41.32 11.04
F -15.88 -42.30 11.68
F -15.71 -40.30 10.85
F -17.55 -40.92 11.82
H -18.02 -42.14 5.85
H -17.52 -40.48 6.27
H -18.62 -41.38 7.31
H -15.64 -41.93 6.88
H -16.70 -43.15 7.55
C -19.22 -37.54 15.55
C -20.31 -38.53 15.21
O -20.28 -39.69 16.06
C -19.36 -40.60 15.77
O -18.64 -40.59 14.82
C -19.34 -41.76 16.78
F -19.69 -42.89 16.15
F -18.10 -41.90 17.24
F -20.16 -41.59 17.81
H -19.12 -36.83 14.74
H -18.24 -38.04 15.58
H -19.32 -37.05 16.52
H -20.19 -38.85 14.18
H -21.30 -38.10 15.32
```



Most stable to least stable, the ends of the list are arrangement B and arrangement A.



Arrangement A

Entry from the Open Molecules 2025 dataset: a single CH3NO2S molecule (ωB97M-V/def2-TZVPD).

Output
Net charge = 0
Kohn-Sham gap (spin up / spin down) = 8.63 / 8.14 eV
Spin multiplicity = 1

```
8
CH3NO2S | the Open Molecules 2025 dataset | ωB97M-V/def2-TZVPD
C -0.12 0.19 -0.02
N -1.43 0.72 -0.06
O -1.53 2.00 -0.04
O -3.01 -1.44 0.01
S -3.02 0.04 0.00
H 0.24 0.28 -1.02
H -0.18 -0.80 0.20
H 0.29 0.75 0.82
```



Arrangement B

Entry from the Open Molecules 2025 dataset: 2 unconnected molecules or ions with the total composition CH3NO2S (ωB97M-V/def2-TZVPD).

Output
Net charge = 0
Kohn-Sham gap (spin up / spin down) = 8.70 / 8.71 eV
Spin multiplicity = 1

```
8
CH3NO2S | the Open Molecules 2025 dataset | ωB97M-V/def2-TZVPD
C 0.18 -0.01 0.86
N 0.52 -0.49 -1.17
O 1.34 0.27 -1.56
O -0.11 -1.33 -1.73
S -0.84 1.49 0.78
H -0.40 -0.78 1.24
H 1.24 0.13 0.92
H -1.92 0.71 0.66
```



Arrangement C

Entry from the Open Molecules 2025 dataset: a single CH3NO2S molecule (ωB97M-V/def2-TZVPD).

Output
Net charge = 0
Kohn-Sham gap = 9.13 eV
Spin multiplicity = 1

```
8
CH3NO2S | the Open Molecules 2025 dataset | ωB97M-V/def2-TZVPD
C -1.12 0.23 -0.50
N 1.39 0.06 0.53
O -1.41 1.26 0.27
O 0.46 -1.91 -0.86
S 0.03 -1.08 0.20
H -1.76 0.29 -1.36
H 1.28 0.13 1.56
H 1.12 1.01 0.17
```



Arrangement D

Entry from the Open Molecules 2025 dataset: a single CH3NO2S molecule (ωB97M-V/def2-TZVPD).

Output
Net charge = 0
Kohn-Sham gap = 9.61 eV
Spin multiplicity = 1

```
8
CH3NO2S | the Open Molecules 2025 dataset | ωB97M-V/def2-TZVPD
C 0.28 0.24 0.73
N -0.59 1.08 0.97
O 1.39 -1.72 -1.37
O -0.85 -0.38 -1.56
S 0.17 -1.33 -0.64
H 1.30 0.18 1.15
H -0.31 1.76 1.69
H -1.39 0.17 -0.97
```



Most stable to least stable, the ends of the list are arrangement D and arrangement B.



Arrangement A

Entry from the Open Molecules 2025 dataset: 2 unconnected molecules or ions with the total composition C2H6NO2 (ωB97M-V/def2-TZVPD).

Output
Net charge = -1
Kohn-Sham gap = 7.71 eV
Spin multiplicity = 1

```
11
C2H6NO2 | the Open Molecules 2025 dataset | ωB97M-V/def2-TZVPD
C -1.93 0.47 -1.21
O -0.90 1.45 -1.34
H -1.95 -0.15 -2.10
H -1.71 -0.08 -0.28
H -2.91 0.90 -0.97
C 1.65 -0.51 1.17
N 2.18 -1.70 1.32
O 0.74 -0.13 0.39
H 1.97 0.23 1.96
H -0.20 1.11 -0.75
H 3.06 -1.60 1.81
```



Arrangement B

Entry from the Open Molecules 2025 dataset: 2 unconnected molecules or ions with the total composition C2H6NO2 (ωB97M-V/def2-TZVPD).

Output
Net charge = -1
Kohn-Sham gap = 7.63 eV
Spin multiplicity = 1

```
11
C2H6NO2 | the Open Molecules 2025 dataset | ωB97M-V/def2-TZVPD
C -1.94 -1.47 -1.67
O -1.36 -1.42 -0.31
H -1.78 -0.49 -2.13
H -1.49 -2.19 -2.31
H -3.05 -1.71 -1.53
C 1.58 0.87 0.91
N 0.39 0.41 0.23
O 1.88 1.99 1.30
H 2.07 0.03 1.45
H -0.68 -0.71 -0.11
H 0.19 1.23 -0.38
```



Most stable to least stable, the ends of the list are arrangement A and arrangement B.



Arrangement A

Entry from the Open Molecules 2025 dataset: a single C11H14N4 molecule (ωB97M-V/def2-TZVPD).

Output
Net charge = 0
Kohn-Sham gap = 7.76 eV
Spin multiplicity = 1

```
29
C11H14N4 | the Open Molecules 2025 dataset | ωB97M-V/def2-TZVPD
C 0.39 0.64 -0.72
C -2.18 -2.23 0.74
C -1.79 -1.47 -0.23
C -2.73 -2.08 2.09
C -0.27 -1.27 2.03
C -1.24 -2.33 2.02
C -0.71 -3.68 2.46
C 0.18 3.06 -1.13
C 1.31 1.60 -2.84
C 2.43 2.08 -0.65
C 1.09 1.84 -1.34
N -0.35 -0.09 -1.49
N 0.62 0.46 0.60
N -0.99 -1.16 -1.10
N 0.07 -0.47 1.21
H -3.07 -1.10 2.41
H -3.34 -2.88 2.49
H -1.52 -4.36 2.69
H -0.09 -3.57 3.35
H -0.09 -4.12 1.68
H -0.05 3.18 -0.07
H 0.68 3.96 -1.48
H -0.75 2.93 -1.68
H 1.76 2.48 -3.29
H 1.97 0.75 -2.99
H 0.37 1.39 -3.33
H 3.06 1.20 -0.70
H 2.95 2.90 -1.13
H 2.29 2.34 0.40
```



Arrangement B

Entry from the Open Molecules 2025 dataset: a single C11H14N4 molecule (ωB97M-V/def2-TZVPD).

Output
Net charge = 0
SMILES = CC1=CNN=C[C@H]1[C@@H]1C=CC=C/C1=N/N
Kohn-Sham gap = 7.88 eV
Spin multiplicity = 1

```
29
C11H14N4 | the Open Molecules 2025 dataset | ωB97M-V/def2-TZVPD
C 1.94 0.41 0.71
C 0.79 -0.42 1.18
C 0.28 -0.21 2.42
N -0.70 -1.05 2.93
N -1.31 -1.90 2.07
C -0.89 -2.14 0.91
C 0.20 -1.35 0.17
C -0.54 -0.56 -0.98
C 0.37 -0.45 -2.07
C 0.94 0.72 -2.46
C 0.59 2.01 -1.97
C -0.50 2.09 -1.16
C -1.16 0.88 -0.69
N -2.35 1.05 -0.22
N -3.04 0.02 0.21
H 1.94 0.47 -0.36
H 2.96 -0.06 1.06
H 1.80 1.30 1.24
H 0.67 0.60 3.00
H -1.25 -0.69 3.67
H -1.40 -2.98 0.39
H 0.83 -2.13 -0.24
H -1.36 -1.30 -1.36
H 0.79 -1.30 -2.56
H 1.42 0.77 -3.41
H 1.23 2.79 -2.13
H -0.90 3.00 -0.63
H -2.82 -0.99 0.31
H -4.01 0.22 0.66
```



Most stable to least stable, the ends of the list are arrangement B and arrangement A.



Arrangement A

Entry from the Open Molecules 2025 dataset: a gas-phase ion, CH5FN2P (charge +1) (ωB97M-V/def2-TZVPD).

Output
Net charge = +1
SMILES = NC(=[NH2+])PF
Kohn-Sham gap = 11.08 eV
Spin multiplicity = 1

```
10
CH5FN2P | the Open Molecules 2025 dataset | ωB97M-V/def2-TZVPD
N 0.44 -1.37 0.24
C -0.02 -0.22 -0.14
N -1.05 0.18 0.52
P 0.88 1.00 -1.51
F -0.07 2.21 -0.96
H 0.11 -1.77 1.11
H 0.81 -2.03 -0.43
H -1.68 -0.39 1.04
H -1.29 1.15 0.72
H 1.86 1.24 -0.58
```



Arrangement B

Entry from the Open Molecules 2025 dataset: a gas-phase ion, CH5FN2P (charge +1) (ωB97M-V/def2-TZVPD).

Output
Net charge = +1
SMILES = NC(=[NH2+])PF
Kohn-Sham gap = 10.65 eV
Spin multiplicity = 1

```
10
CH5FN2P | the Open Molecules 2025 dataset | ωB97M-V/def2-TZVPD
N -0.96 0.88 0.49
C 0.08 0.19 0.04
N 1.14 -0.08 0.79
P -0.07 -0.30 -1.72
F 0.76 -1.71 -1.58
H -1.18 1.07 1.44
H -1.75 1.16 -0.17
H 1.47 0.28 1.75
H 1.82 -0.65 0.38
H -1.31 -0.83 -1.41
```



Most stable to least stable, the ends of the list are arrangement B and arrangement A.



Arrangement A

Entry from the Open Molecules 2025 dataset: 2 unconnected molecules or ions with the total composition C3H4N2S2 (ωB97M-V/def2-TZVPD).

Output
Net charge = 0
Kohn-Sham gap (spin up / spin down) = 7.44 / 7.96 eV
Spin multiplicity = 1

```
11
C3H4N2S2 | the Open Molecules 2025 dataset | ωB97M-V/def2-TZVPD
C 1.70 -0.81 -0.10
C 1.80 0.40 0.54
C -0.06 0.20 -0.43
N 0.52 -0.92 -0.78
N 0.61 1.04 0.36
S -3.39 -0.75 0.01
S -2.59 0.99 -0.48
H 2.35 -1.60 0.14
H 2.70 0.55 1.18
H 0.42 1.95 0.57
H -4.07 -1.05 -1.02
```



Arrangement B

Entry from the Open Molecules 2025 dataset: 2 unconnected molecules or ions with the total composition C3H4N2S2 (ωB97M-V/def2-TZVPD).

Output
Net charge = 0
Kohn-Sham gap = 8.38 eV
Spin multiplicity = 1

```
11
C3H4N2S2 | the Open Molecules 2025 dataset | ωB97M-V/def2-TZVPD
C -0.71 0.97 -0.51
C -2.11 1.20 -0.44
C -0.48 -0.35 -0.16
N -2.90 0.22 -0.06
N 2.61 -1.16 0.86
S -1.92 -1.17 0.18
S 1.80 -1.30 -0.54
H 0.03 1.77 -0.79
H -2.53 2.20 -0.62
H 2.82 -1.93 1.43
H 3.40 -0.45 0.66
```



Arrangement C

Entry from the Open Molecules 2025 dataset: a single C3H4N2S2 molecule (ωB97M-V/def2-TZVPD).

Output
Net charge = 0
Kohn-Sham gap (spin up / spin down) = 7.14 / 6.87 eV
Spin multiplicity = 1

```
11
C3H4N2S2 | the Open Molecules 2025 dataset | ωB97M-V/def2-TZVPD
C 0.57 -0.89 -0.70
C 1.72 -0.46 -0.13
C -0.98 -0.01 0.74
N -0.68 -0.94 -0.28
N -0.94 1.23 0.03
S 3.22 -0.49 0.37
S 0.41 2.16 -0.21
H 0.56 -1.32 -1.73
H -2.07 -0.33 1.07
H -0.41 0.08 1.66
H -1.40 0.99 -0.81
```



Most stable to least stable, the ends of the list are arrangement B and arrangement C.



Arrangement A

Entry from the Open Molecules 2025 dataset: 2 unconnected molecules or ions with the total composition C2H4F2 (ωB97M-V/def2-TZVPD).

Output
Net charge = 0
SMILES = C=CF.F
Kohn-Sham gap = 11.20 eV
Spin multiplicity = 1

```
8
C2H4F2 | the Open Molecules 2025 dataset | ωB97M-V/def2-TZVPD
C -0.23 1.88 -0.40
C 0.22 1.06 0.53
F -0.60 0.29 1.27
H 0.47 2.47 -0.98
H -1.29 1.97 -0.60
H 1.26 0.91 0.79
F 0.53 -2.63 -1.10
H 0.23 -1.87 -1.57
```



Arrangement B

Entry from the Open Molecules 2025 dataset: a single C2H4F2 molecule (ωB97M-V/def2-TZVPD).

Output
Net charge = 0
SMILES = FCCF
Kohn-Sham gap = 12.43 eV
Spin multiplicity = 1

```
8
C2H4F2 | the Open Molecules 2025 dataset | ωB97M-V/def2-TZVPD
F 1.67 0.00 -0.19
C 0.53 -0.45 0.05
C -0.45 0.48 0.02
F -1.56 -0.35 -0.17
H 0.38 -1.15 -0.81
H 0.51 -0.99 0.93
H -0.48 0.96 0.98
H -0.60 1.51 -0.81
```



Most stable to least stable, the ends of the list are arrangement A and arrangement B.



Arrangement A

Entry from the Open Molecules 2025 dataset: 2 unconnected molecules or ions with the total composition C3H5N2O3 (ωB97M-V/def2-TZVPD).

Output
Net charge = -1
Kohn-Sham gap = 6.67 eV
Spin multiplicity = 1

```
13
C3H5N2O3 | the Open Molecules 2025 dataset | ωB97M-V/def2-TZVPD
C 1.87 -0.58 0.22
C 0.99 0.15 -0.74
C -0.22 0.68 -0.37
N -2.91 -0.81 -0.80
N -2.91 -0.06 0.06
O -3.40 0.67 0.90
O 1.48 -0.51 1.52
O -0.83 0.46 0.68
H 2.84 -0.06 0.04
H 1.99 -1.61 -0.28
H 1.25 0.41 -1.72
H -0.68 1.43 -1.07
H 0.53 -0.14 1.57
```



Arrangement B

Entry from the Open Molecules 2025 dataset: a gas-phase ion, C3H5N2O3 (charge -1) (ωB97M-V/def2-TZVPD).

Output
Net charge = -1
SMILES = NC(=O)CNC(=O)[O-]
Kohn-Sham gap = 7.64 eV
Spin multiplicity = 1

```
13
C3H5N2O3 | the Open Molecules 2025 dataset | ωB97M-V/def2-TZVPD
N 1.77 0.01 1.64
C 1.72 -0.55 0.39
O 2.50 -1.39 0.01
C 0.64 0.11 -0.56
N -0.53 0.71 0.05
C -1.82 0.40 -0.47
O -2.77 0.57 0.31
O -1.83 0.05 -1.68
H 1.07 0.64 1.97
H 2.38 -0.30 2.36
H 0.28 -0.63 -1.38
H 1.05 0.87 -1.24
H -0.46 0.82 1.08
```



Most stable to least stable, the ends of the list are arrangement B and arrangement A.